{"formula": "H16O8", "method": "ωB97M-V/def2-TZVPD", "gap_ev": 10.9, "e_above_lowest_kcal_mol": 72.5, "energy_ha": -611.46716, "smiles": "O.O.O.O.O.O.O.O", "elements": ["O", "H", "H", "O", "H", "H", "O", "H", "H", "O", "H", "H", "O", "H", "H", "O", "H", "H", "O", "H", "H", "O", "H", "H"], "xyz": [[0.293481, 0.982828, 0.109211], [0.607041, 0.109439, -0.151291], [-0.567670, 0.813610, 0.507675], [3.846154, -1.352956, 1.459418], [3.947262, -0.979103, 0.576808], [4.656108, -1.098859, 1.915926], [1.893001, 3.963800, 0.636696], [2.531966, 3.293132, 0.903001], [1.600125, 3.675597, -0.235171], [-2.444535, -2.027697, 3.315055], [-1.982468, -1.350277, 3.821598], [-2.439113, -1.690031, 2.412313], [3.877024, -1.775581, -1.908351], [3.317730, -1.735169, -1.124421], [3.654168, -0.975201, -2.396938], [-2.356660, 2.211599, 0.135629], [-2.805157, 1.370809, 0.280236], [-3.067955, 2.820543, -0.092925], [-2.832721, -0.700694, -2.755028], [-2.006731, -0.826732, -3.235491], [-3.079098, 0.211068, -2.947325], [-1.884487, -1.428716, -0.397646], [-2.662196, -1.357218, 0.167196], [-2.095259, -2.154193, -0.996184]], "forces_ev_per_a": [[0.29, -0.21, -0.01], [-0.16, 0.04, 0.08], [0.13, 0.19, -0.20], [0.01, 0.10, -0.11], [0.18, 0.04, 0.17], [-0.08, -0.07, -0.02], [0.23, 0.03, -0.13], [-0.17, 0.03, 0.02], [-0.12, -0.07, 0.16], [-0.04, 0.20, -0.09], [-0.01, -0.09, 0.01], [0.13, -0.14, 0.13], [-0.09, 0.28, 0.15], [-0.07, -0.27, -0.14], [0.05, -0.07, -0.06], [-0.28, -0.09, 0.03], [-0.03, 0.06, -0.13], [0.11, 0.02, 0.07], [-0.17, 0.14, -0.60], [-0.05, 0.05, 0.07], [0.02, -0.08, 0.05], [0.19, -0.20, 0.81], [-0.01, -0.10, -0.25], [-0.07, 0.22, -0.02]], "nbo_charge": [-0.940, 0.463, 0.477, -0.935, 0.459, 0.474, -0.938, 0.466, 0.472, -0.930, 0.471, 0.458, -0.928, 0.462, 0.469, -0.935, 0.462, 0.474, -0.944, 0.470, 0.474, -0.940, 0.456, 0.484]}



{"formula": "H16O8", "method": "ωB97M-V/def2-TZVPD", "gap_ev": 9.9, "e_above_lowest_kcal_mol": 58.5, "energy_ha": -611.48932, "smiles": "O.O.O.O.O.O.O.O", "elements": ["O", "H", "H", "O", "H", "H", "O", "H", "H", "O", "H", "H", "O", "H", "H", "O", "H", "H", "O", "H", "H", "O", "H", "H"], "xyz": [[0.666128, 0.440393, 0.125738], [0.434048, 1.195663, -0.414572], [0.273878, -0.307097, -0.325512], [3.301728, 0.607423, 2.166958], [2.631348, 0.153323, 1.656438], [3.771038, 1.141233, 1.525838], [0.254648, -1.843217, -1.845722], [-0.007212, -1.113937, -2.407712], [0.202828, -2.613198, -2.412002], [1.408918, -3.438217, 0.528128], [1.122548, -2.821707, -0.145772], [0.646408, -3.995758, 0.682958], [-1.773382, -3.338118, -0.017992], [-1.676482, -2.399057, -0.176152], [-2.552142, -3.409418, 0.533998], [-0.422602, 2.560232, -1.749612], [-1.301102, 2.268593, -1.993382], [-0.079772, 2.976312, -2.540542], [-0.954382, 0.811233, 2.058218], [-1.849862, 0.753623, 1.725028], [-0.406842, 0.532213, 1.324338], [-0.910862, 4.123542, 0.706468], [-0.953512, 3.399912, 0.081348], [-1.825362, 4.316032, 0.913518]], "forces_ev_per_a": [[0.48, -0.35, -0.25], [0.04, 0.60, -0.32], [0.21, -0.52, -0.25], [0.20, 0.00, 0.26], [-0.32, -0.11, -0.14], [0.09, 0.13, -0.12], [-0.11, 0.23, 0.27], [0.05, 0.22, -0.25], [-0.03, -0.39, -0.06], [0.38, -0.07, 0.11], [-0.08, 0.18, -0.17], [-0.31, -0.07, 0.05], [0.08, -0.21, -0.14], [0.17, 0.23, -0.08], [-0.19, -0.11, 0.20], [0.00, -0.40, 0.20], [-0.33, -0.07, -0.10], [0.25, 0.25, -0.14], [-0.96, 0.14, 0.89], [-0.29, 0.04, 0.15], [0.63, 0.03, -0.19], [0.03, 0.28, 0.07], [0.20, -0.13, -0.19], [-0.17, 0.09, 0.19]], "nbo_charge": [-0.939, 0.497, 0.478, -0.939, 0.479, 0.460, -0.968, 0.478, 0.495, -0.947, 0.470, 0.475, -0.944, 0.470, 0.473, -0.959, 0.477, 0.493, -0.957, 0.440, 0.472, -0.934, 0.469, 0.460]}



{"formula": "H16O8", "method": "ωB97M-V/def2-TZVPD", "gap_ev": 10.7, "e_above_lowest_kcal_mol": 96.8, "energy_ha": -611.42843, "smiles": "O.O.O.O.O.O.O.O", "elements": ["O", "H", "H", "O", "H", "H", "O", "H", "H", "O", "H", "H", "O", "H", "H", "O", "H", "H", "O", "H", "H", "O", "H", "H"], "xyz": [[0.718379, -0.617575, 0.647326], [0.020405, 0.071037, 0.649116], [1.425130, -0.330478, 1.153234], [0.329030, 3.929326, 1.246214], [0.897131, 3.442910, 1.862719], [0.622060, 3.597614, 0.399657], [2.880486, -1.716203, -2.247711], [3.849544, -1.712916, -2.307369], [2.584411, -2.493455, -1.693694], [-3.444185, -0.474575, 0.166190], [-3.527226, -0.953737, 0.964495], [-2.780465, -1.093965, -0.313042], [-4.959934, 0.721735, -0.994416], [-4.257873, 0.868235, -0.326651], [-5.431177, -0.154701, -0.782495], [-1.167606, -0.276958, -1.920132], [-0.999222, 0.475420, -2.429250], [-2.073373, -0.053886, -1.695030], [2.724815, 2.408917, -1.521083], [3.394970, 1.783280, -1.841078], [2.506642, 2.696267, -2.363205], [2.213611, -2.983787, 4.314187], [2.058350, -3.413994, 5.211609], [2.416097, -3.718510, 3.820409]], "forces_ev_per_a": [[-2.85, -0.59, -1.57], [0.89, -0.57, -0.02], [1.97, 1.09, 1.59], [0.21, -0.27, 0.55], [-0.25, 0.28, -0.07], [0.10, -0.05, -0.52], [-0.23, -0.94, 0.63], [-0.55, -0.40, 0.25], [0.81, 1.40, -0.92], [3.56, -2.78, -1.17], [-0.26, -0.59, 1.82], [-1.47, 1.61, 0.97], [-2.03, -0.28, -0.42], [-1.24, -0.46, -0.78], [1.56, 2.32, -0.26], [-0.87, -1.31, 1.17], [1.21, 1.76, -1.52], [-0.48, -0.25, 0.22], [1.33, -1.32, 1.50], [0.03, -0.29, 1.02], [-1.46, 1.63, -2.47], [-1.04, 1.43, 3.83], [0.22, 1.17, -1.56], [0.82, -2.60, -2.27]], "nbo_charge": [-0.941, 0.477, 0.464, -0.937, 0.465, 0.472, -0.949, 0.467, 0.482, -0.958, 0.478, 0.492, -0.974, 0.492, 0.470, -0.924, 0.466, 0.459, -0.923, 0.466, 0.457, -0.922, 0.464, 0.458]}



{"formula": "H16O8", "method": "ωB97M-V/def2-TZVPD", "gap_ev": 10.1, "e_above_lowest_kcal_mol": 52.5, "energy_ha": -611.49896, "smiles": "O.O.O.O.O.O.O.O", "elements": ["O", "H", "H", "O", "H", "H", "O", "H", "H", "O", "H", "H", "O", "H", "H", "O", "H", "H", "O", "H", "H", "O", "H", "H"], "xyz": [[-0.832355, -2.366325, -2.028530], [-1.339194, -2.213735, -2.833472], [-0.066690, -1.783054, -2.112307], [0.410429, 0.228936, 3.069940], [0.878394, 0.243138, 2.227305], [-0.237839, -0.477085, 2.956290], [1.448883, -0.949814, -3.453187], [2.383807, -0.740930, -3.566881], [1.043219, -0.106590, -3.215456], [-1.776395, -0.608666, 0.967896], [-1.952612, -0.977789, 0.092442], [-2.640793, -0.349890, 1.310031], [-1.233581, 2.564013, 2.256331], [-1.803037, 2.599455, 1.478259], [-1.007749, 1.627738, 2.371289], [1.120323, -0.043475, 0.109342], [0.990023, -0.566740, -0.687164], [0.366790, 0.566092, 0.136782], [3.265592, -1.615310, 1.504152], [4.113711, -1.171756, 1.406788], [2.611529, -0.975942, 1.190073], [-1.650832, 2.372462, -0.768558], [-2.226228, 3.096350, -1.044239], [-1.865396, 1.648915, -1.367126]], "forces_ev_per_a": [[-0.23, 0.43, 0.25], [0.10, -0.10, -0.02], [0.08, -0.43, -0.30], [-0.29, 0.04, -0.04], [0.06, -0.14, 0.09], [0.16, -0.06, -0.04], [-0.18, 0.26, 0.27], [-0.05, -0.11, 0.05], [0.17, 0.06, -0.23], [-0.17, 0.14, -0.13], [0.09, -0.21, 0.14], [0.09, -0.01, -0.04], [-0.27, -0.07, -0.07], [0.24, -0.12, 0.02], [0.20, 0.23, 0.12], [-0.12, 0.37, -0.18], [0.12, -0.14, 0.14], [0.07, -0.10, 0.10], [0.00, 0.08, -0.10], [-0.05, -0.01, 0.04], [0.06, -0.09, 0.00], [-0.12, -0.03, -0.14], [0.12, -0.02, -0.01], [-0.08, 0.05, 0.07]], "nbo_charge": [-0.944, 0.470, 0.471, -0.946, 0.477, 0.477, -0.950, 0.488, 0.468, -0.960, 0.483, 0.477, -0.962, 0.467, 0.483, -0.968, 0.474, 0.498, -0.950, 0.463, 0.482, -0.945, 0.479, 0.468]}



{"formula": "H16O8Xe", "method": "ωB97M-V/def2-TZVPD", "gap_ev": 10.7, "e_above_lowest_kcal_mol": 9.8, "energy_ha": -940.86289, "elements": ["Xe", "O", "H", "H", "O", "H", "H", "O", "H", "H", "O", "H", "H", "O", "H", "H", "O", "H", "H", "O", "H", "H", "O", "H", "H"], "xyz": [[-0.149250, 1.764910, -4.054220], [0.127500, 3.382650, -7.589610], [-0.366940, 2.779090, -8.144120], [-0.450370, 4.138180, -7.482450], [-2.304710, 4.996930, -4.895300], [-1.736160, 5.313980, -5.597040], [-1.730260, 4.930510, -4.132530], [-0.557350, -1.375050, -1.811240], [-0.107420, -1.822900, -2.527630], [-1.301760, -0.941880, -2.228900], [3.601610, 1.872610, -4.300690], [4.526560, 1.978630, -4.523090], [3.146580, 2.501940, -4.860260], [2.761710, 3.751060, -6.193980], [2.060830, 3.394140, -6.739510], [3.558200, 3.614910, -6.707120], [1.986890, 0.336630, -1.330600], [1.197560, -0.126550, -1.611050], [2.707660, -0.233110, -1.599150], [2.734060, -0.717540, -5.000320], [2.382660, -0.309640, -5.791750], [3.056240, 0.015220, -4.475450], [-0.789340, 5.405240, -2.552880], [-1.114730, 5.001060, -1.748530], [-1.014990, 6.331250, -2.464450]], "forces_ev_per_a": [[0.00, 0.02, -0.01], [0.32, -0.04, 0.03], [-0.09, -0.23, -0.11], [-0.09, 0.20, 0.10], [-0.50, -0.06, -0.57], [0.08, 0.10, -0.09], [0.37, 0.00, 0.58], [0.18, 0.07, 0.26], [0.13, -0.23, -0.27], [-0.22, 0.17, -0.10], [0.28, -0.58, 0.56], [0.25, 0.00, 0.04], [-0.38, 0.60, -0.37], [0.21, 0.06, 0.32], [-0.67, -0.04, -0.31], [0.26, 0.09, -0.20], [0.21, 0.29, 0.14], [-0.50, -0.23, 0.03], [0.21, -0.07, -0.07], [-0.22, -0.88, -0.08], [-0.04, 0.11, -0.10], [0.15, 0.68, 0.14], [0.14, -0.12, -0.14], [-0.04, -0.23, 0.25], [-0.05, 0.32, -0.01]], "nbo_charge": [0.000, -0.954, 0.481, 0.478, -0.959, 0.451, 0.492, -0.944, 0.476, 0.475, -0.973, 0.466, 0.497, -0.954, 0.500, 0.470, -0.950, 0.481, 0.463, -0.969, 0.459, 0.497, -0.944, 0.482, 0.479]}



{"formula": "H16O8Xe", "method": "ωB97M-V/def2-TZVPD", "gap_ev": 10.4, "e_above_lowest_kcal_mol": 6.7, "energy_ha": -940.86773, "elements": ["Xe", "O", "H", "H", "O", "H", "H", "O", "H", "H", "O", "H", "H", "O", "H", "H", "O", "H", "H", "O", "H", "H", "O", "H", "H"], "xyz": [[-0.133432, 0.821602, 0.704879], [-0.448222, 1.326872, -2.708961], [0.253388, 1.397552, -3.356241], [-0.461242, 2.179962, -2.275021], [-0.278972, 3.815932, -1.357671], [-0.180062, 4.021092, -2.287381], [-1.222212, 3.860612, -1.201081], [0.992998, -2.744398, 1.757189], [0.741068, -3.511328, 2.271569], [1.067858, -2.038658, 2.399489], [-3.006242, -2.265888, 1.096229], [-3.619302, -1.754278, 0.568359], [-2.289812, -2.474848, 0.496819], [-0.678642, -3.221888, -0.413501], [-0.433432, -2.730738, -1.197641], [-0.153202, -2.834388, 0.286489], [2.122998, -0.949668, 3.472889], [1.563528, -0.346748, 3.962499], [2.708938, -0.381158, 2.973189], [1.095248, 4.229912, 1.060459], [1.130538, 3.354062, 1.445019], [0.897768, 4.078412, 0.136189], [0.430148, -1.371838, -2.408211], [-0.089392, -0.570518, -2.343511], [-0.010312, -1.889678, -3.082051]], "forces_ev_per_a": [[-0.03, -0.17, 0.11], [-0.24, -0.44, -0.43], [0.24, -0.11, -0.25], [0.08, 0.13, 0.59], [0.09, -0.25, -0.26], [0.15, 0.50, -0.30], [-0.38, 0.18, 0.30], [-0.25, -0.32, -0.51], [-0.07, -0.30, 0.05], [0.35, 0.43, 0.33], [-0.40, 0.25, 0.48], [-0.18, 0.09, -0.05], [0.62, -0.43, -0.47], [-0.94, -0.35, -0.19], [0.30, 0.31, -0.21], [0.66, 0.10, 0.57], [-0.12, -0.05, 0.18], [-0.16, 0.20, 0.26], [0.25, 0.09, -0.23], [0.22, 0.28, 0.41], [0.03, -0.14, 0.11], [-0.17, -0.01, -0.31], [0.23, -0.49, 0.07], [-0.25, 0.64, 0.10], [-0.02, -0.14, -0.35]], "nbo_charge": [0.003, -0.969, 0.475, 0.481, -0.944, 0.481, 0.493, -0.970, 0.475, 0.495, -0.964, 0.456, 0.492, -0.993, 0.481, 0.496, -0.942, 0.477, 0.482, -0.952, 0.460, 0.483, -0.958, 0.494, 0.467]}



{"formula": "H17O9Y", "method": "ωB97M-V/def2-TZVPD", "gap_ev": 9.1, "total_charge": 2, "e_above_lowest_kcal_mol": 0.0, "energy_ha": -725.34078, "elements": ["Y", "O", "H", "O", "H", "H", "O", "H", "H", "O", "H", "H", "O", "H", "H", "O", "H", "H", "O", "H", "H", "O", "H", "H", "O", "H", "H"], "xyz": [[0.029714, 0.147476, 0.050565], [0.675253, 1.376734, 1.870249], [0.984134, 0.723213, 2.500595], [-1.567120, -0.791885, 1.537727], [-1.483848, -1.697753, 1.866635], [-2.326960, -0.409451, 2.002219], [0.364576, 2.248287, -1.009916], [-0.298678, 2.943511, -0.862934], [1.131315, 2.679118, -1.418022], [-0.503863, -2.338415, -0.496515], [-0.192700, -3.168242, -0.100274], [-0.538910, -2.557614, -1.439321], [2.413636, 0.565786, -0.012974], [3.195292, 0.006750, -0.147990], [2.595195, 1.204235, 0.716266], [0.941978, -0.396769, -2.088802], [0.713064, -1.039405, -2.776166], [1.784640, -0.007153, -2.382081], [-1.846100, 1.699832, 0.649238], [-1.525648, 2.269948, 1.383055], [-2.737425, 1.988686, 0.404475], [1.232861, -1.446717, 1.581470], [2.150318, -1.355341, 1.884186], [0.989979, -2.349113, 1.835290], [-1.814851, -0.009233, -1.561149], [-2.486347, -0.711923, -1.558202], [-1.879504, 0.425437, -2.427625]], "forces_ev_per_a": [[0.22, 1.12, 2.16], [-0.51, -0.84, -1.84], [-0.11, 0.22, 0.51], [-0.33, -0.65, 0.22], [-0.20, 0.20, 0.01], [0.30, 0.16, -0.11], [-0.25, 0.45, -0.37], [0.27, -0.19, 0.03], [-0.14, -0.13, 0.19], [0.25, -0.33, -0.31], [-0.09, 0.21, -0.03], [-0.16, 0.00, 0.17], [0.64, 0.05, 0.05], [-0.11, 0.33, 0.06], [-0.35, -0.37, -0.30], [0.64, -0.17, -0.68], [0.01, 0.20, 0.09], [-0.29, -0.08, 0.13], [0.22, 0.64, 0.37], [-0.12, -0.44, -0.28], [0.22, -0.04, 0.03], [0.20, -0.61, -0.03], [-0.25, 0.15, -0.05], [0.11, 0.20, 0.09], [-0.27, -0.34, -0.46], [0.09, 0.31, 0.07], [0.00, -0.06, 0.28]], "nbo_charge": [2.107, -1.217, 0.456, -0.954, 0.507, 0.536, -0.964, 0.529, 0.529, -0.949, 0.513, 0.505, -0.989, 0.514, 0.555, -0.962, 0.518, 0.528, -0.984, 0.542, 0.521, -0.952, 0.524, 0.503, -0.967, 0.523, 0.526]}



{"formula": "H18NO12", "method": "ωB97M-V/def2-TZVPD", "gap_ev": 8.5, "total_charge": -1, "e_above_lowest_kcal_mol": 336.0, "energy_ha": -967.93581, "elements": ["N", "O", "O", "O", "O", "H", "H", "O", "H", "H", "O", "H", "H", "O", "H", "H", "O", "H", "H", "O", "H", "H", "O", "H", "H", "O", "H", "H", "O", "H", "H"], "xyz": [[-0.025376, -0.253433, 0.145638], [-0.888055, -0.319120, -0.652722], [-0.291462, -0.379174, 1.327280], [1.146690, 0.027621, -0.185435], [0.238964, 1.779342, 1.979898], [-0.036473, 0.964572, 1.559760], [-0.038501, 2.467124, 1.374751], [-2.442164, 0.205726, 1.349246], [-1.532401, -0.080636, 1.268214], [-2.533920, 0.900838, 0.697603], [2.025889, 1.876567, -0.554671], [1.217672, 2.346287, -0.760529], [1.932738, 1.033139, -0.997593], [-0.199447, 0.139204, -2.763531], [-0.960263, 0.348063, -3.305540], [-0.548699, 0.073609, -1.874739], [0.174254, -2.442291, -1.189877], [-0.552300, -1.880652, -0.919856], [0.509367, -2.810768, -0.372469], [-2.000716, 1.903154, 0.156464], [-1.956106, 1.249872, -0.541722], [-1.523808, 2.657410, -0.189793], [1.914205, -1.428897, -1.595250], [1.776749, -1.078347, -0.715228], [2.559463, -0.841889, -1.989330], [2.122554, -0.302530, 1.525518], [2.365418, 0.622517, 1.486370], [1.615883, -0.451617, 0.727212], [-1.699629, -2.149668, 1.487675], [-1.156251, -1.363643, 1.543569], [-1.214275, -2.812381, 1.979084]], "forces_ev_per_a": [[2.96, 0.90, -0.23], [-4.19, -0.02, -0.61], [4.37, -1.26, 1.04], [-8.32, 1.22, -3.96], [0.59, 2.23, 0.56], [0.23, 0.95, 1.29], [-0.01, 0.25, 0.25], [-3.91, -1.27, 1.62], [-2.54, 1.08, 0.54], [-1.59, -1.81, 2.68], [1.79, 2.85, -0.57], [-0.05, 0.08, -0.18], [0.26, 0.84, -0.72], [0.60, 1.10, -2.81], [-0.07, 0.06, -0.40], [0.29, -0.18, -0.48], [-2.22, -2.33, 0.58], [-0.53, -1.18, -0.33], [-0.07, -0.50, 0.16], [1.55, 4.75, -3.13], [0.29, -0.02, -0.91], [-0.06, 0.69, -0.30], [3.84, -0.75, -2.60], [0.97, -1.26, -1.22], [0.63, 0.29, -0.12], [4.48, -1.67, 6.08], [-0.08, 0.15, 0.01], [2.51, -0.59, 2.84], [-1.16, -2.77, 0.15], [-0.63, -1.50, 0.67], [0.08, -0.32, 0.10]], "nbo_charge": [0.783, -0.438, -0.405, -0.430, -0.929, 0.437, 0.431, -0.975, 0.397, 0.433, -0.928, 0.447, 0.485, -0.973, 0.441, 0.440, -0.911, 0.454, 0.450, -0.922, 0.490, 0.475, -0.915, 0.440, 0.428, -1.011, 0.467, 0.410, -0.948, 0.436, 0.441]}